Entry 1:
Below is 2 unconnected molecules or ions with the total composition C3H9N2O3 at a distorted geometry, with properties calculated with ωB97M-V/def2-TZVPD.

Last column: Löwdin charge in e.
Atoms and positions in Å:
C  1.0454  0.3369  1.7192  -0.218
N  -0.2263  -0.4514  1.4453  0.027
C  -0.8255  -0.3367  0.1283  -0.777
O  -0.3739  0.5837  -0.5891  -0.054
O  -1.6426  -1.2081  -0.1275  -0.043
C  2.2168  0.3088  0.6859  -0.278
N  2.1045  1.5101  -0.1432  -0.018
H  1.5520  0.0860  2.7681  0.118
H  0.7527  1.3340  1.9487  0.065
H  -0.3418  -1.2942  1.9588  0.076
H  3.1505  0.0229  1.2001  0.085
H  1.9369  -0.6341  0.1759  0.109
H  1.9401  2.3758  0.4742  0.092
H  1.2820  1.4887  -0.5725  -0.055
H  -1.7874  -0.0922  -2.4004  -0.070
H  -2.3546  -1.2930  -1.9521  0.011
O  -2.2207  -0.7829  -2.7729  -0.069

Output
* gap between HOMO and LUMO: 0.321 Eh
* LUMO: 3.950 eV
* net charge: -1
* energy relative to the best compared isomer or geometry (same formula, charge and spin): 28.3 kcal per mole
* strongest force on any atom: 6.55 eV/Å

Entry 2:
Below is 2 unconnected molecules or ions with the total composition C2H9N3 at a distorted geometry, with properties calculated with ωB97M-V/def2-TZVPD.

Last column: Löwdin charge in e.
Atoms and positions in Å:
N  2.3478  0.5969  0.8061  -0.061
H  2.8776  0.1003  0.0636  -0.023
H  1.4123  0.2131  0.7944  -0.049
H  2.7527  0.3459  1.7169  -0.018
C  -0.3211  0.7778  -1.2700  -0.387
N  -0.6726  0.2879  0.0611  -0.122
C  -1.2964  -0.9456  0.2014  -0.565
N  -2.0403  -1.2048  1.2241  0.001
H  0.4005  1.6023  -1.1400  0.040
H  0.1860  -0.0535  -1.8290  0.009
H  -1.1773  1.1530  -1.8585  0.013
H  -1.0773  0.9785  0.6953  0.115
H  -1.0101  -1.6477  -0.6158  0.043
H  -2.3817  -2.2041  1.1503  0.004

Output
* gap between HOMO and LUMO (spin up / spin down): 0.113 / 0.357 Eh
* LUMO (spin up / spin down): 4.418 / 4.340 eV
* net charge: -1
* energy relative to the best compared isomer or geometry (same formula, charge and spin): 0.0 kcal per mole
* 2S+1: 2
* strongest force on any atom: 1.64 eV/Å

Entry 3:
Below is a molecular structure, C24H31N5O4Zr, with properties calculated with ωB97M-V/def2-TZVPD.

Last column: Löwdin charge in e.
Atoms and positions in Å:
Zr  -0.5074  -0.2471  0.2168  2.081
C  0.2793  1.4058  2.7968  -0.073
C  -0.4786  2.4451  2.0151  -0.057
O  -0.6129  1.9361  0.6303  -0.306
C  -1.7168  2.5926  -0.0991  -0.086
C  -2.9958  1.8719  0.2405  -0.075
O  -2.6892  0.4387  0.2313  -0.283
C  -3.7692  -0.3496  0.8171  -0.082
C  -3.2400  -1.7542  0.9104  -0.078
O  -1.8472  -1.7108  1.3630  -0.303
C  -1.6010  -1.8059  2.8124  -0.059
C  -1.2819  -0.4362  3.3388  -0.077
O  -0.2668  0.0994  2.4328  -0.287
H  0.1746  1.5601  3.8717  0.168
H  1.3384  1.3653  2.5500  0.124
H  0.0547  3.3959  1.9720  0.170
H  -1.4878  2.6058  2.3958  0.146
H  -1.4629  2.5354  -1.1550  0.113
H  -1.7574  3.6424  0.1955  0.171
H  -3.7674  2.0830  -0.5026  0.170
H  -3.3806  2.1073  1.2346  0.147
H  -4.6489  -0.3008  0.1721  0.170
H  -4.0093  0.0839  1.7903  0.149
H  -3.2302  -2.2385  -0.0667  0.138
H  -3.8209  -2.3759  1.5923  0.166
H  -0.7575  -2.4877  2.9205  0.152
H  -2.4758  -2.2407  3.2958  0.165
H  -0.8568  -0.4927  4.3430  0.170
H  -2.1400  0.2400  3.3429  0.148
C  0.4163  -3.3064  -0.1962  -0.052
N  -0.5511  -2.4032  -0.8994  -0.116
C  -0.3137  -2.2942  -2.3679  -0.045
C  -0.3684  -0.8605  -2.7697  -0.271
N  -0.1385  0.1451  -1.8933  -0.015
C  0.0932  1.2954  -2.7053  -0.203
C  0.5551  2.5715  -2.3897  -0.034
C  0.7256  3.4546  -3.4407  -0.010
C  0.4547  3.0900  -4.7705  -0.001
C  0.0316  1.8171  -5.0981  0.050
C  -0.1256  0.9419  -4.0321  -0.144
N  -0.4230  -0.4275  -4.0154  0.235
C  1.5286  -2.4690  0.3512  -0.271
N  1.4439  -1.1271  0.3825  -0.022
C  2.6934  -0.6745  0.8765  -0.198
C  3.2269  0.6086  0.9671  -0.026
C  4.5193  0.7122  1.4476  -0.014
C  5.2682  -0.4233  1.8046  -0.001
C  4.7638  -1.7018  1.6686  0.050
C  3.4630  -1.7885  1.1905  -0.141
N  2.6812  -2.8995  0.8360  0.238
H  0.8018  -4.0700  -0.8772  0.158
H  -0.1118  -3.8328  0.6025  0.148
H  -1.4602  -2.8371  -0.7728  0.114
H  -1.0215  -2.9125  -2.9242  0.162
H  0.6897  -2.6630  -2.6005  0.159
H  0.8168  2.8661  -1.3818  0.110
H  1.0976  4.4498  -3.2401  0.133
H  0.6119  3.8138  -5.5584  0.138
H  -0.1461  1.5220  -6.1230  0.142
H  -0.5585  -1.0112  -4.8334  0.209
H  2.6942  1.4919  0.6312  0.113
H  4.9803  1.6872  1.5273  0.133
H  6.2804  -0.2921  2.1628  0.139
H  5.3589  -2.5738  1.9017  0.142
H  2.9772  -3.8680  0.8810  0.208

Output
* gap between HOMO and LUMO: 0.235 Eh
* LUMO: -13.386 eV
* net charge: +4
* energy relative to the best compared isomer or geometry (same formula, charge and spin): 7.1 kcal per mole
* strongest force on any atom: 0.58 eV/Å